{"formula": "C3H11N2O", "method": "the ωB97M-V functional and the def2-TZVPD basis", "symbols": ["H", "N", "H", "C", "H", "C", "H", "H", "H", "O", "H", "N", "H", "H", "C", "H", "H"], "positions_angstrom": [[-0.335, -0.604, 0.583], [-0.588, 0.802, -0.877], [0.613, 2.448, -1.178], [-0.585, -0.682, -0.467], [0.346, -1.030, -0.920], [-1.831, -1.354, -1.009], [-2.218, -0.764, -1.838], [1.777, -0.553, 3.033], [-1.560, -2.233, -1.583], [1.637, -0.690, 2.098], [-2.573, -1.453, -0.223], [1.101, 1.534, 0.594], [1.738, 2.314, 0.551], [-1.314, 1.237, -1.416], [0.422, 1.586, -0.542], [1.095, 0.827, 1.336], [2.275, -1.385, 1.858]], "charge": 1, "spin_multiplicity": 1, "de_lowest_kcal_mol": 28.0, "gap_ev": 11.1, "total_energy_ev": -8310.576}

{"formula": "C6H10N2", "method": "the ωB97M-V functional and the def2-TZVPD basis", "symbols": ["C", "H", "H", "H", "N", "C", "H", "C", "H", "C", "C", "H", "C", "H", "H", "N", "H", "H"], "positions_angstrom": [[2.034, 1.173, -0.915], [2.278, 2.053, -0.365], [-0.720, -2.317, -0.462], [-0.259, -1.390, 1.846], [-1.130, 1.222, 0.453], [-1.826, -0.019, 0.852], [-2.459, -0.043, 1.805], [-0.497, -0.796, 0.947], [-1.256, 2.097, 1.001], [0.479, -0.827, -1.256], [1.053, 0.375, -0.559], [-0.307, -0.437, -1.945], [0.227, 0.534, 0.702], [2.709, 0.941, -1.763], [1.162, -1.404, -1.991], [-0.058, -1.620, -0.203], [-2.541, -0.349, 0.073], [0.892, 0.996, 1.434]], "spin_multiplicity": 1, "de_lowest_kcal_mol": 52.3, "gap_ev": 9.6, "smiles": "C=C1CN[C@@H]2CN[C@H]12", "total_energy_ev": -9362.169}

{"formula": "C7H11NOP", "method": "the ωB97M-V functional and the def2-TZVPD basis", "symbols": ["H", "H", "C", "H", "C", "O", "H", "H", "H", "H", "H", "N", "C", "C", "C", "H", "P", "C", "C", "H", "H"], "positions_angstrom": [[-4.040, 1.998, 0.157], [3.265, 2.142, 1.250], [1.285, 0.244, -0.134], [2.234, -1.499, 0.877], [-0.956, -0.346, -0.719], [2.828, 1.280, 1.215], [3.256, 0.767, -0.826], [2.015, 2.145, -0.452], [-1.928, -0.232, -1.153], [0.552, -2.862, 1.068], [-2.767, -2.026, -0.527], [-0.884, -1.535, -0.094], [0.113, 0.584, -0.751], [-1.874, -2.416, -0.109], [2.406, 1.257, -0.122], [-1.849, -3.433, 0.209], [-2.679, 2.107, 0.510], [0.304, -1.875, 0.517], [1.332, -1.034, 0.482], [-2.433, 3.112, -0.403], [-0.179, 1.621, -0.994]], "charge": 1, "spin_multiplicity": 3, "de_lowest_kcal_mol": 0.0, "gap_ev": [8.1, 8.0], "total_energy_ev": -20252.463}

{"formula": "C15H19F6N3NiO2S3", "method": "the ωB97M-V functional and the def2-TZVPD basis", "symbols": ["Ni", "C", "H", "C", "H", "O", "H", "F", "H", "C", "H", "C", "H", "H", "C", "C", "H", "O", "F", "C", "S", "F", "H", "S", "H", "F", "H", "H", "H", "N", "N", "H", "H", "C", "H", "C", "C", "C", "H", "F", "H", "N", "C", "F", "H", "C", "C", "S", "C"], "positions_angstrom": [[-1.149, 0.604, 1.177], [0.392, 4.008, -0.376], [-2.956, 3.127, 3.822], [2.076, -0.988, 4.620], [-0.075, 3.594, 0.480], [-0.285, -1.767, -2.077], [-4.159, 3.269, 2.470], [0.521, -1.269, -4.645], [3.446, 0.664, 4.862], [-0.011, 1.698, -1.294], [2.370, 0.920, -3.303], [2.246, 0.747, 2.981], [2.540, 3.515, -2.385], [-0.137, 4.791, -0.907], [2.700, 0.135, 4.146], [0.076, -2.527, -4.362], [-4.559, 1.296, 0.575], [0.730, 0.915, 1.236], [-0.149, -4.266, -0.956], [-4.386, 0.592, 1.466], [-2.871, 1.285, 2.195], [-1.187, -2.611, -4.789], [0.072, -0.915, -2.394], [-1.599, 1.358, -0.679], [2.316, -2.036, -2.275], [0.077, -5.233, -2.956], [2.438, -1.498, 5.538], [-5.375, 0.578, 2.059], [2.406, -3.476, -3.326], [0.705, 2.903, -1.266], [1.214, 0.254, 2.298], [2.606, 1.653, 2.502], [1.410, 4.363, 0.009], [1.885, -2.971, -2.510], [0.432, -2.390, 4.243], [0.382, -2.834, -2.812], [-3.061, 3.059, 2.726], [-0.429, -4.143, -2.304], [-2.404, 3.849, 2.175], [-1.751, -4.088, -2.447], [-4.035, -0.431, 1.150], [0.643, 0.776, -2.015], [0.970, -1.491, 4.003], [0.820, -3.290, -5.176], [1.971, -3.646, -1.629], [0.544, -0.916, 2.753], [1.729, 1.453, -2.568], [-0.946, -1.328, 2.089], [1.806, 2.712, -2.122]], "charge": -1, "spin_multiplicity": 4, "de_lowest_kcal_mol": 36.4, "gap_ev": [3.1, 6.1], "total_energy_ev": -114280.373}